Here is a structure of composition C9H8ClFMnO4S from the OMol25 dataset. Energies are from ωB97M-V with the def2-TZVPD basis set.

The geometry in XYZ format:
```
25
C9H8ClFMnO4S | the OMol25 dataset | ωB97M-V with the def2-TZVPD basis set
C 2.7109 0.5446 -0.1382
C 2.3011 -0.5002 -1.1700
Cl 3.6554 -1.1386 -2.1001
C 1.4751 -1.6731 -0.5324
C 0.1713 -1.1131 -0.1396
C -0.1975 -0.6655 1.0553
C -1.4974 -0.1249 1.3058
O -2.0494 -0.4237 2.3602
C -2.0322 0.7254 0.2094
S -2.9142 2.2342 0.5818
O -2.0714 3.2483 0.0802
O -3.1461 2.2697 1.9722
F -4.2135 2.1777 -0.2035
C -1.7754 0.3159 -1.0247
C -0.9619 -0.9534 -1.1919
O -1.1799 -1.8041 -2.0032
H 3.0988 0.0988 0.7765
H 3.4144 1.2386 -0.5806
H 1.8170 1.1151 0.1215
H 1.6435 0.0056 -1.8757
H 2.0193 -2.0457 0.3334
H 1.3710 -2.4191 -1.3144
H 0.5387 -0.6901 1.8950
H -2.0743 0.8475 -1.9195
Mn -0.1036 -1.2701 3.5023
```

## Properties
* E_LUMO (alpha / beta): -11.97 / -11.96 eV
* <S²>: 8.75
* total charge: +2
* Kohn-Sham gap (alpha / beta): 0.173 / 0.173 hartree
* 2S+1: 6
* electronic energy: -75024.411 eV

Mulliken population analysis, charges in e, atoms 1 to 5: C -1.119; C 0.214; Cl -0.095; C -1.013; C 1.051

=====

Here is a structure of composition C9H8ClN3S2 from the OMol25 dataset. Energies are from ωB97M-V with the def2-TZVPD basis set.

The geometry in XYZ format:
```
23
C9H8ClN3S2 | the OMol25 dataset | ωB97M-V with the def2-TZVPD basis set
N 2.6843 0.1913 -4.1799
C 1.3709 0.2714 -3.7122
N 0.8347 0.1184 -2.5195
C -0.3729 0.2536 -2.5860
N -0.8559 0.6346 -3.6940
S 0.1774 0.5426 -5.0244
S -1.1323 -0.0923 -1.2347
C 0.0932 -0.1751 -0.0408
C -0.3846 -0.1075 1.3342
C -0.2549 1.0085 2.1303
C -0.9259 1.0730 3.2784
C -1.3682 0.0846 3.8759
C -1.2222 -1.1037 3.3878
C -1.0142 -1.3508 2.0190
H -0.9920 -2.1165 1.4865
H -1.7651 -2.2044 3.7421
Cl -1.7102 0.0497 5.6943
H -0.6171 1.9554 3.8912
H 0.0000 1.9218 1.6773
H 0.4395 -1.4149 -0.3071
H 0.8979 0.5291 -0.2803
H 2.8638 0.0603 -5.3449
H 3.2536 -0.1292 -3.5935
```

## Properties
* E_LUMO: 0.05 eV
* total charge: 0
* Kohn-Sham gap: 0.300 hartree
* electronic energy: -48118.556 eV

Mulliken population analysis, charges in e, atoms 1 to 5: N -0.511; C 0.591; N -0.217; C 0.454; N -0.692

=====

Here is a structure of composition C9H8FIN3O2 from the OMol25 dataset. Energies are from ωB97M-V with the def2-TZVPD basis set.

The geometry in XYZ format:
```
24
C9H8FIN3O2 | the OMol25 dataset | ωB97M-V with the def2-TZVPD basis set
C 2.4230 -1.9209 -0.2586
C 1.1573 -1.7972 -0.7244
C 0.0588 -1.0169 -0.0637
C 0.2122 0.5206 -0.3038
C 0.2875 0.7560 -1.7614
N 0.3582 1.2231 -2.8053
C 1.4370 1.0753 0.4218
C 1.7185 2.4738 0.0674
N 1.9656 3.5847 -0.0650
C -1.0684 1.1493 0.3003
O -1.0200 1.8035 1.2915
N -2.3229 0.8877 -0.3451
C -3.1389 -0.0104 0.3996
O -3.7631 0.2526 1.3551
F -3.1395 -1.2808 -0.0759
H 3.2793 -1.6661 -0.8834
H 2.6762 -2.3207 0.7219
H 0.8812 -2.3305 -1.6362
H -0.8896 -1.2977 -0.5211
H -0.0590 -1.2022 1.0131
H 1.2891 0.9901 1.4977
H 2.3286 0.5101 0.1485
H -2.2009 0.4510 -1.2569
I -2.4700 -0.8344 3.4840
```

## Properties
* E_LUMO: 2.08 eV
* total charge: -1
* relative energy (zero: lowest compared OMol25 entry of this formula, charge and spin): 0.0 kcal per mole
* Kohn-Sham gap: 0.196 hartree
* electronic energy: -28845.367 eV

Mulliken population analysis, charges in e, atoms 1 to 5: C -0.986; C -0.293; C -0.648; C 1.700; C -0.213